DFT (ωB97M-V/def2-TZVPD) results for a 2-piece molecular cluster, C2H3FIN overall in a non-equilibrium geometry.

Results
LUMO level (alpha / beta)	-0.291 / -1.275	eV
energy above the lowest of the compared OMol25 structures with the same formula, charge and spin	167.5	kcal per mole
electronic energy	-530.03559	hartree
frontier orbital gap (alpha / beta)	9.24 / 6.68	eV

CARTESIAN COORDINATES (ANGSTROEM)
I  -3.091  0.356  -0.040
F  -2.644  -2.365  0.477
N  -2.353  -1.424  -0.550
C  0.399  0.339  0.338
C  0.516  -0.557  -0.524
H  1.189  1.079  0.357
H  0.792  -1.315  -1.159
H  -0.755  0.689  0.661



DFT (ωB97M-V/def2-TZVPD) results for a 2-piece molecular cluster, C2H3FIN3 overall in a non-equilibrium geometry.

Results
LUMO level	0.505	eV
structure (SMILES)	Fc1cnn[nH]1.I
energy above the lowest of the compared OMol25 structures with the same formula, charge and spin	8.5	kcal per mole
electronic energy	-639.76376	hartree
frontier orbital gap	10.09	eV

CARTESIAN COORDINATES (ANGSTROEM)
I  2.980  -0.297  -0.076
F  0.160  1.794  -0.163
N  -1.311  -1.366  -0.435
N  -0.602  -0.046  1.124
N  -1.190  -1.299  0.821
C  -0.797  -0.284  -1.057
C  -0.242  0.553  -0.041
H  -0.824  -0.229  -2.100
H  2.097  0.994  -0.052
H  -0.270  0.180  1.977